C17H32AsBr2F2N2O2 | ωB97M-V/def2-TZVPD

Cartesian coordinates (Å):
1 C -1.528 2.800 -4.269
2 C -2.083 3.670 -3.165
3 O -2.556 4.759 -3.391
4 N -2.037 3.106 -1.867
5 C -3.046 3.676 -0.974
6 C -0.656 3.151 -1.311
7 C 0.183 1.929 -1.677
8 C 1.373 1.753 -0.727
9 C 1.960 0.343 -0.515
10 As 1.037 -1.398 -0.903
11 F 0.557 -0.671 -2.570
12 C 1.604 -2.391 0.786
13 C 1.377 -1.855 2.202
14 C 0.101 -2.396 2.853
15 C -0.295 -1.695 4.150
16 C 0.609 -2.005 5.352
17 N 1.758 -1.118 5.552
18 C 2.845 -2.115 -1.811
19 C 3.010 -1.619 -3.173
20 O 3.552 -0.636 -3.575
21 F 2.411 -2.451 -4.104
22 C -0.857 -0.853 -0.152
23 Br -0.944 0.503 1.220
24 C -2.044 -1.342 -0.486
25 C -3.409 -1.019 0.050
26 Br -2.216 -2.683 -1.854
27 H -1.242 1.817 -3.909
28 H -0.655 3.287 -4.710
29 H -2.293 2.715 -5.041
30 H -4.005 3.185 -1.146
31 H -3.175 4.753 -1.108
32 H -2.755 3.479 0.056
33 H -0.149 4.071 -1.636
34 H -0.757 3.218 -0.228
35 H 0.567 2.060 -2.690
36 H -0.459 1.054 -1.713
37 H 1.102 2.181 0.242
38 H 2.191 2.388 -1.087
39 H 2.343 0.276 0.507
40 H 2.832 0.253 -1.161
41 H 0.390 -2.654 -1.455
42 H 1.088 -3.354 0.700
43 H 2.665 -2.603 0.650
44 H 2.221 -2.177 2.829
45 H 1.381 -0.762 2.254
46 H -0.722 -2.334 2.137
47 H 0.263 -3.458 3.079
48 H -0.290 -0.610 3.996
49 H -1.327 -1.960 4.405
50 H 0.009 -1.953 6.264
51 H 0.997 -3.025 5.270
52 H 2.457 -1.266 4.836
53 H 1.465 -0.150 5.497
54 H 2.733 -3.198 -1.801
55 H 3.707 -1.831 -1.208
56 H -3.748 -1.817 0.715
57 H -4.124 -0.959 -0.770
58 H -3.416 -0.071 0.583

Forces on atoms 1 to 6 (eV/Å):
0.3 0.1 0.1
0.2 -0.5 0.2
-0.4 0.1 -0.2
-0.1 0.5 0.1
0.1 0.1 0.1
0.1 -0.3 -0.2

Computed properties:
Kohn-Sham gap (Eh): 0.2794
Maximum force (eV/A): 0.54
Net charge: -1
Spin multiplicity: 1
HOMO energy (eV): -5.07